{
  "formula": "C3H7NO",
  "method": "the ωB97M-V functional and the def2-TZVPD basis",
  "species": ["C", "C", "C", "N", "O", "H", "H", "H", "H", "H", "H", "H"],
  "coordinates": [[0.145664, 0.142215, 0.021784], [-0.113903, -1.018613, 0.906880], [-1.094894, 0.725702, -0.684613], [1.381612, 0.506436, -0.371315], [1.937217, 1.389595, -1.106476], [0.893304, -1.597332, 1.092544], [-0.793090, -1.642912, 0.521880], [-0.326620, -0.767077, 1.844035], [-0.618693, 1.378966, -1.430056], [-1.771039, 1.126239, 0.020404], [-1.613168, -0.128739, -0.910838], [1.973610, -0.114480, 0.095772]],
  "forces_ev_per_angstrom": [[0.116, 2.134, -2.332], [6.687, 0.093, -1.406], [3.894, 0.773, 1.318], [-2.913, -0.787, 1.131], [-1.248, -0.144, 0.092], [-1.710, 0.681, -0.626], [-2.571, -2.407, -1.500], [-1.483, 1.402, 3.902], [-1.273, -0.100, -0.189], [-0.431, 1.504, 0.801], [-1.233, -2.024, -2.018], [2.163, -1.128, 0.827]],
  "lowdin_charge": [-0.249, -0.026, 0.001, -0.140, -0.109, 0.132, 0.040, 0.036, 0.092, 0.069, 0.042, 0.114],
  "smiles": "CC(C)=[NH+][O-]",
  "homo_lumo_gap_ev": 9.2
}

***

{
  "formula": "C3H7NO",
  "method": "the ωB97M-V functional and the def2-TZVPD basis",
  "species": ["C", "N", "C", "C", "O", "H", "H", "H", "H", "H", "H", "H"],
  "coordinates": [[0.179254, 1.296557, -0.367226], [-0.002357, 0.705065, 0.921653], [-0.872726, -1.843329, -0.677942], [1.104636, 1.292730, 1.405932], [0.812884, 0.857327, -1.303032], [-0.530091, 2.125186, -0.503432], [-1.021758, -1.353060, 0.281486], [0.103880, -1.667677, -1.093956], [-1.584796, -1.388864, -1.387264], [0.910647, 2.040293, 2.174907], [-1.174117, -2.900733, -0.684778], [2.074543, 0.836505, 1.233652]],
  "forces_ev_per_angstrom": [[-0.401, -2.792, -3.239], [1.853, 3.606, 1.107], [-1.393, -0.066, -0.800], [-2.848, -2.373, 1.418], [-0.008, 0.895, 0.856], [0.133, 0.156, 0.148], [0.156, -0.309, 0.027], [0.448, -0.149, 0.129], [0.217, 0.099, 0.233], [0.756, -0.391, 0.805], [0.491, 0.246, 0.367], [0.598, 1.079, -1.051]],
  "lowdin_charge": [-0.403, 0.018, -0.057, 0.033, 0.040, 0.132, -0.003, 0.005, 0.026, 0.086, 0.021, 0.103],
  "homo_lumo_gap_ev": 8.1
}

***

{
  "formula": "C3H7NO",
  "method": "the ωB97M-V functional and the def2-TZVPD basis",
  "species": ["C", "N", "C", "C", "O", "H", "H", "H", "H", "H", "H", "H"],
  "coordinates": [[0.870227, -1.295069, 0.233505], [0.013465, -0.249305, -0.029136], [0.813654, 1.014364, 0.238977], [-1.494229, -0.011286, -0.433882], [1.726652, -1.693421, -0.535419], [0.757907, -1.960442, 1.115571], [0.828515, 1.388696, 1.244365], [1.829452, 0.890407, -0.271355], [0.269083, 1.720127, -0.301924], [-1.982358, 0.661214, 0.358074], [-1.649209, 0.475550, -1.389910], [-1.983159, -0.940836, -0.228865]],
  "forces_ev_per_angstrom": [[2.130, -5.560, -1.017], [-1.238, 4.671, 0.102], [0.632, -1.227, -2.262], [0.675, -0.135, 3.066], [-1.407, 1.851, 0.673], [-0.748, 1.022, 0.388], [0.170, -0.594, 0.922], [-1.218, 0.039, 1.123], [-0.683, 1.529, -0.927], [1.310, -0.514, -0.890], [0.644, -0.364, -0.362], [-0.267, -0.718, -0.814]],
  "lowdin_charge": [-0.250, 0.052, 0.054, 0.099, 0.161, 0.182, 0.123, 0.155, 0.075, 0.144, 0.116, 0.089],
  "spin_multiplicity": 2,
  "charge": 1,
  "homo_lumo_gap_ev": [11.5, 7.7]
}

***

{
  "formula": "C3H7NO2",
  "method": "the ωB97M-V functional and the def2-TZVPD basis",
  "species": ["C", "C", "C", "N", "O", "O", "H", "H", "H", "H", "H", "H", "H"],
  "coordinates": [[-0.603920, -0.561960, 0.542823], [-1.671867, 0.148605, -0.466653], [0.052119, 0.815703, 0.472751], [1.894723, -0.465043, -0.486612], [-0.831242, 1.301439, -0.498431], [1.568621, 0.790358, 0.104000], [-0.853246, -0.832794, 1.651345], [-0.066983, -1.293853, 0.138909], [-1.702567, -0.336007, -1.472153], [-2.583135, 0.286961, -0.040590], [-0.048079, 1.511421, 1.359128], [2.495883, -1.032706, 0.086730], [2.349688, -0.332126, -1.391243]],
  "forces_ev_per_angstrom": [[-3.304, 3.616, 3.121], [4.112, -2.461, -0.561], [1.750, 0.132, 0.385], [-0.582, 0.115, -1.034], [0.231, 0.518, -0.612], [-2.088, -0.538, 0.460], [-0.156, 0.399, -2.149], [2.084, -2.844, -1.768], [-0.249, 0.317, 0.802], [-2.742, 0.734, 1.008], [0.865, -0.935, -0.757], [0.280, 0.462, 0.635], [-0.202, 0.485, 0.471]],
  "lowdin_charge": [-0.052, -0.106, -0.294, -0.016, -0.068, -0.150, 0.141, 0.021, 0.127, 0.070, 0.161, 0.078, 0.088],
  "smiles": "NO[C@@H]1CCO1",
  "homo_lumo_gap_ev": 10.5
}

***

{
  "formula": "C3H7NO2",
  "method": "the ωB97M-V functional and the def2-TZVPD basis",
  "species": ["C", "N", "C", "O", "C", "O", "H", "H", "H", "H", "H", "H", "H"],
  "coordinates": [[-0.321257, 0.369062, -2.077768], [0.225614, 0.210774, -0.745846], [0.170293, -0.984463, -0.103900], [-0.516079, -1.932348, -0.432404], [0.037595, 0.312230, 2.558707], [1.011159, 0.986925, 2.329163], [0.479036, 0.560195, -2.801013], [-0.815438, -0.571081, -2.328827], [-1.050697, 1.182067, -2.135205], [0.816699, 0.929615, -0.353267], [0.108487, -0.677076, 3.052305], [-0.981920, 0.625979, 2.262794], [0.836509, -1.011879, 0.775260]],
  "forces_ev_per_angstrom": [[-0.086, 0.019, -0.161], [0.089, -0.156, 0.059], [0.025, -0.018, -0.055], [0.192, 0.175, -0.001], [0.236, 0.210, 0.005], [-0.464, -0.215, 0.181], [-0.135, -0.027, 0.080], [0.038, 0.176, -0.040], [0.086, -0.095, 0.081], [-0.035, -0.174, -0.049], [0.047, 0.163, 0.022], [0.122, 0.047, 0.047], [-0.116, -0.106, -0.168]],
  "lowdin_charge": [-0.075, -0.024, -0.395, 0.011, -0.164, -0.020, 0.084, 0.081, 0.081, 0.123, 0.093, 0.094, 0.110],
  "smiles": "CNC=O.C=O",
  "homo_lumo_gap_ev": 10.3
}

***

{
  "formula": "C3H7NO2",
  "method": "the ωB97M-V functional and the def2-TZVPD basis",
  "species": ["C", "N", "O", "O", "H", "H", "H", "C", "C", "H", "H", "H", "H"],
  "coordinates": [[-1.138112, 0.270186, -0.014887], [-1.350038, -0.542943, 1.024018], [-1.329763, 1.559339, 0.274417], [-1.318471, -0.187593, -1.247474], [-1.188416, 2.065375, -0.537611], [-1.183783, -0.194239, 1.954888], [-1.208422, -1.525135, 0.857363], [1.091359, 0.310527, -0.511564], [1.863065, -0.677634, -0.052382], [1.445340, -1.656907, 0.192662], [1.591586, 1.267489, -0.698559], [-0.214218, -0.086466, -1.347373], [2.939873, -0.602000, 0.106502]],
  "forces_ev_per_angstrom": [[-0.302, 0.070, -0.041], [0.159, 0.107, -0.119], [0.178, -0.353, -0.086], [0.116, 0.132, 0.266], [-0.003, -0.065, -0.003], [-0.008, 0.013, -0.082], [-0.007, 0.051, -0.025], [-0.098, -0.088, 0.049], [-0.060, 0.113, -0.046], [0.000, 0.024, -0.037], [0.070, -0.063, 0.003], [0.019, 0.022, 0.111], [-0.066, 0.038, 0.009]],
  "lowdin_charge": [-0.625, 0.220, 0.124, -0.012, 0.139, 0.132, 0.128, -0.163, -0.126, 0.027, 0.028, 0.097, 0.031],
  "homo_lumo_gap_ev": 8.7
}

***

{
  "formula": "C3H7NO2",
  "method": "the ωB97M-V functional and the def2-TZVPD basis",
  "species": ["O", "C", "C", "O", "C", "N", "H", "H", "H", "H", "H", "H", "H"],
  "coordinates": [[-1.049818, -0.184515, -0.180380], [-1.553794, -1.209954, 0.658678], [-0.386599, -1.449900, -0.187855], [1.798048, 0.070804, -0.283231], [1.670755, 1.177251, 0.213286], [0.538882, 1.731450, 0.709156], [-0.348568, 1.270316, 0.507904], [-1.366153, -0.996104, 1.714348], [-2.549441, -1.584153, 0.426446], [0.575262, -1.470373, 0.305747], [-0.420525, -1.887980, -1.184330], [2.551263, 1.825817, 0.310351], [0.528173, 2.708019, 0.953115]],
  "forces_ev_per_angstrom": [[-0.341, 0.123, -0.180], [-0.438, -0.198, 0.219], [0.019, -0.114, -0.073], [0.088, 0.740, 0.172], [0.353, -0.056, -0.116], [-0.027, 0.094, -0.095], [0.324, -0.077, 0.015], [-0.101, -0.314, -0.164], [0.172, 0.067, -0.074], [-0.125, -0.034, -0.212], [-0.213, -0.363, 0.419], [0.066, 0.244, 0.106], [0.222, -0.112, -0.017]],
  "lowdin_charge": [-0.139, -0.141, -0.140, -0.022, -0.392, 0.125, 0.070, 0.113, 0.106, 0.088, 0.120, 0.119, 0.094],
  "smiles": "C1CO1.NC=O",
  "homo_lumo_gap_ev": 10.7
}

***

{
  "formula": "C3H7NO2",
  "method": "the ωB97M-V functional and the def2-TZVPD basis",
  "species": ["O", "C", "C", "N", "C", "O", "H", "H", "H", "H", "H", "H", "H"],
  "coordinates": [[0.835596, 0.779263, 0.568225], [1.258933, -0.409259, -0.069445], [-0.045292, -1.172027, -0.296726], [-1.024818, -0.098373, -0.465215], [-0.465358, 1.108109, 0.138776], [-1.177352, 1.588243, 1.230231], [-1.108102, 0.928515, 1.934665], [1.960696, -0.914655, 0.599086], [1.766726, -0.177329, -1.018127], [-0.294011, -1.787829, 0.577338], [-0.015555, -1.827949, -1.171583], [-1.253034, 0.050034, -1.440855], [-0.438427, 1.933258, -0.586369]],
  "forces_ev_per_angstrom": [[0.128, 0.028, 0.145], [0.112, -0.223, -0.109], [0.102, -0.176, 0.044], [0.058, 0.100, -0.076], [-0.204, 0.070, -0.210], [0.028, -0.037, -0.029], [-0.053, 0.071, -0.104], [-0.074, 0.038, -0.132], [-0.087, -0.046, 0.111], [0.046, 0.122, -0.126], [-0.014, 0.117, 0.136], [0.060, 0.038, 0.185], [-0.101, -0.101, 0.166]],
  "lowdin_charge": [-0.064, -0.184, -0.181, 0.024, -0.468, 0.029, 0.104, 0.122, 0.120, 0.111, 0.117, 0.110, 0.159],
  "smiles": "O[C@@H]1NCCO1",
  "homo_lumo_gap_ev": 10.5
}

***

{
  "formula": "C3H7NO2",
  "method": "the ωB97M-V functional and the def2-TZVPD basis",
  "species": ["C", "C", "O", "C", "N", "O", "H", "H", "H", "H", "H", "H", "H"],
  "coordinates": [[-0.048493, -0.807770, -0.605070], [0.251507, -0.703277, 0.896338], [1.600454, -0.244382, 1.099884], [-0.792434, 0.515112, -0.938309], [-0.242400, 1.767366, -0.654839], [-2.068760, 0.368193, -1.004674], [0.765535, -1.173281, -1.201139], [-0.872364, -1.439711, -0.645663], [0.135270, -1.688220, 1.295597], [-0.305871, 0.086914, 1.340237], [1.774310, -1.098501, 1.585916], [-0.924624, 2.533965, -0.825187], [0.727871, 1.883590, -0.343090]],
  "forces_ev_per_angstrom": [[-0.426, 2.374, 0.729], [0.786, 1.178, -2.018], [0.277, -2.859, 1.342], [-3.344, -0.204, 1.704], [-0.987, -1.074, -1.106], [4.089, 1.214, -0.713], [0.521, 0.195, -0.197], [-1.228, -1.566, -0.589], [-0.439, -0.444, 0.731], [-1.383, -0.119, 0.537], [1.732, 1.971, -0.437], [1.268, -0.725, 0.511], [-0.867, 0.058, -0.496]],
  "lowdin_charge": [-0.079, -0.251, -0.092, -0.443, 0.138, -0.034, 0.116, 0.083, 0.113, 0.111, 0.104, 0.126, 0.110],
  "smiles": "NC(=O)CCO",
  "homo_lumo_gap_ev": 10.4
}

***

{
  "formula": "C3H7NO2",
  "method": "the ωB97M-V functional and the def2-TZVPD basis",
  "species": ["C", "O", "C", "O", "C", "N", "H", "H", "H", "H", "H", "H", "H"],
  "coordinates": [[-2.149108, 0.182424, 0.389327], [-0.851292, 0.472961, -0.156734], [0.113850, -0.117701, 0.554258], [-0.109647, -0.723563, 1.579225], [1.532605, -0.153209, 0.019243], [1.878938, 0.093723, -1.365910], [-2.877947, 0.503718, -0.351583], [-2.290278, 0.713245, 1.334002], [-2.225526, -0.890595, 0.582449], [1.723366, -1.160319, 0.412942], [2.166976, 0.475113, 0.651148], [1.348776, -0.462861, -2.026240], [1.739287, 1.067065, -1.622128]],
  "forces_ev_per_angstrom": [[-0.262, 0.041, 0.012], [0.186, -0.122, -0.006], [-0.069, -0.256, 0.404], [-0.155, 0.364, -0.044], [0.019, -0.057, 0.280], [-0.265, -0.026, 0.043], [0.106, 0.029, 0.036], [0.001, -0.053, -0.160], [-0.109, 0.205, -0.068], [0.812, -0.026, -0.877], [-0.263, 0.134, 0.002], [-0.020, -0.042, 0.205], [0.019, -0.192, 0.172]],
  "lowdin_charge": [-0.048, -0.025, -0.510, 0.076, -0.188, 0.012, 0.091, 0.098, 0.096, 0.127, 0.128, 0.071, 0.073],
  "smiles": "COC(=O)CN",
  "homo_lumo_gap_ev": 10.4
}

***

{
  "formula": "C3H7NO2",
  "method": "the ωB97M-V functional and the def2-TZVPD basis",
  "species": ["C", "C", "O", "C", "O", "N", "H", "H", "H", "H", "H", "H", "H"],
  "coordinates": [[-1.757441, 0.888478, -0.321580], [-0.151720, -0.602059, 0.628498], [0.346255, -1.867446, 0.977102], [0.682426, 0.230058, -0.161385], [0.173318, 1.257511, -0.699442], [1.970988, -0.107412, -0.403459], [-1.877006, 1.475934, 0.582869], [-2.324308, -0.033265, -0.322020], [-1.866925, 1.466546, -1.231145], [-0.555070, -0.115720, 1.514319], [0.394256, -2.383072, 0.162796], [2.438363, -0.695225, 0.272059], [2.526866, 0.485668, -0.998616]],
  "forces_ev_per_angstrom": [[-0.249, 0.151, -0.056], [0.117, 0.265, 0.066], [0.027, -0.169, -0.200], [-0.020, -0.108, 0.019], [-0.006, -0.149, 0.115], [0.031, 0.134, 0.051], [0.077, -0.111, -0.129], [0.160, 0.092, 0.004], [0.042, -0.079, 0.133], [0.024, 0.007, -0.162], [-0.036, -0.026, 0.200], [-0.079, 0.044, -0.117], [-0.088, -0.051, 0.077]],
  "lowdin_charge": [0.118, -0.200, -0.057, -0.549, -0.026, 0.171, 0.050, 0.028, 0.047, 0.112, 0.089, 0.107, 0.110],
  "homo_lumo_gap_ev": [7.4, 7.4]
}

***

{
  "formula": "C3H7NO2",
  "method": "the ωB97M-V functional and the def2-TZVPD basis",
  "species": ["N", "C", "O", "C", "C", "O", "H", "H", "H", "H", "H", "H", "H"],
  "coordinates": [[-0.741729, -1.207268, -1.025911], [-0.945745, -0.045078, -0.531277], [-2.249412, 0.249637, -0.559954], [0.012342, 0.959924, 0.061053], [1.272291, 0.251683, 0.557151], [0.994929, -0.676827, 1.579865], [-2.450508, -0.624971, -1.006623], [0.197287, -1.534581, -1.171944], [-0.470591, 1.493840, 0.888170], [0.261944, 1.709858, -0.701511], [1.779298, -0.229233, -0.295137], [1.973188, 0.975518, 0.980056], [0.366708, -1.322502, 1.226059]],
  "forces_ev_per_angstrom": [[0.476, 0.098, -0.052], [0.426, -0.572, -0.278], [-0.064, -0.373, -0.118], [-0.035, -0.126, -0.007], [0.151, 0.252, -0.262], [-0.157, -0.189, -0.007], [-1.137, 1.005, 0.323], [0.464, 0.187, 0.271], [-0.033, -0.189, -0.176], [-0.051, -0.164, 0.078], [-0.038, 0.058, 0.152], [-0.121, -0.042, -0.055], [0.118, 0.054, 0.131]],
  "lowdin_charge": [0.123, -0.498, 0.055, -0.089, -0.280, -0.058, 0.125, 0.051, 0.129, 0.131, 0.114, 0.121, 0.077],
  "smiles": "[H]/N=C(/O)CCO",
  "homo_lumo_gap_ev": 11.2
}

***

- What is the formula in the sixth record?
  C3H7NO2